Record 1
The following is a quantum chemistry calculation of a cluster of 3 separate species, C3H12N2O3 in total at a distorted geometry, from the Open Molecules 2025 dataset.

```
20
Properties=species:S:1:pos:R:3:lowdin_charge:R:1
O 1.98481 -2.90911 -3.85018 -0.078
O -2.36543 0.39301 2.57491 0.057
O 0.63941 1.68557 -3.46276 -0.089
N 1.48093 -1.30399 0.80249 -0.013
N -1.56011 2.06068 1.39791 0.179
C -0.29948 -0.02596 1.97958 -0.150
C 0.44949 -0.28371 0.68016 -0.302
C -1.45108 0.89724 1.97479 -0.612
H -0.41961 -0.94579 2.49342 0.112
H -1.03325 2.35784 0.53241 0.144
H 0.24289 1.68547 -4.36559 0.050
H 1.54420 -3.00329 -2.93930 0.079
H 0.34252 0.43225 2.69515 0.115
H -2.48356 2.39026 1.25161 0.103
H 2.73465 -3.44521 -3.69616 -0.003
H -0.37736 -0.65590 0.04015 0.117
H 2.29847 -0.99129 0.24391 0.083
H 1.06856 0.83793 -3.69783 0.038
H 0.81673 0.69004 0.34336 0.107
H 1.55617 -1.53036 1.79310 0.064
```

Results
Orbital gap ... 9.69 eV
Energy ... -456.69208 a.u.
Energy above the lowest of the compared OMol25 structures with the same formula, charge and spin ... 49.0 kcal/mol
Max |F| ... 0.1052 Eh/bohr
HOMO ... -9.224 eV
SMILES string ... NCCC(N)=O.O.O

=====

Record 2
The following is a quantum chemistry calculation of a structure of composition C35H23BCl2F4N5O2Tl, from the Open Molecules 2025 dataset.

```
73
Properties=species:S:1:pos:R:3:lowdin_charge:R:1
Tl 0.37292 0.30490 -0.10312 1.153
Cl 5.92084 5.56990 -0.32811 0.658
Cl 3.60184 2.13418 3.11270 0.720
F -2.58032 2.93880 -0.35334 0.114
F -2.21966 3.25258 -2.61217 0.143
F -1.00198 4.45509 -1.06558 0.130
F -0.62271 2.19695 -1.32959 0.002
O 1.67092 1.20362 -1.94477 -0.056
O 2.32114 1.08290 0.75005 -0.143
N -0.84612 -0.76646 1.49440 0.000
N 1.40091 -1.81097 0.59024 0.056
N 0.72805 -1.32759 -2.14444 0.088
N -0.44298 1.88497 1.42015 0.059
N -1.73132 -0.44774 -1.23982 0.092
C -0.36570 -2.12233 -4.10668 0.007
C 3.05583 2.08871 0.46676 -0.388
C -4.01527 -0.95265 -0.82010 -0.019
C 4.81288 4.26365 -0.04485 -0.674
C 3.81021 2.73007 1.50510 -0.578
C -0.77027 4.09416 2.22276 -0.010
C 1.89494 -1.44152 -2.77143 -0.118
C -2.89023 -0.16159 -0.65245 -0.079
C -0.14507 3.16028 1.38555 -0.102
C -1.76791 -4.36478 1.24005 -0.074
C 2.84107 -3.63045 0.08921 -0.038
C -0.85265 -2.11172 1.30951 -0.230
C -2.44570 -0.47850 3.33333 -0.018
C 4.67716 3.75773 1.25758 -0.114
C -3.92456 -2.08077 -1.61807 -0.041
C 3.19327 2.66515 -0.83127 -0.124
C -0.58097 -4.90669 0.82135 -0.050
C 4.07125 3.74245 -1.06271 -0.064
C -1.71386 3.65260 3.10467 0.016
C 0.84886 -2.22729 -4.75850 -0.039
C -1.91071 -2.99206 1.49405 -0.022
C -1.57937 -0.01381 2.35357 -0.219
C 2.58925 -2.26162 0.27307 -0.126
C -1.35205 1.40806 2.30090 -0.140
C -0.38147 -1.66630 -2.79200 -0.193
C -3.11527 0.39933 4.19917 -0.082
C 2.00608 -1.88880 -4.07512 -0.032
C -2.02491 2.27747 3.18822 -0.144
C 2.44193 2.16302 -1.93959 -0.154
C 1.80529 -4.51541 0.22024 0.003
C -1.65767 -1.48983 -2.06705 -0.201
C -2.93690 1.75323 4.12907 -0.051
C -2.73213 -2.34689 -2.26884 -0.002
C 0.38458 -2.66783 0.82396 -0.158
C 0.52774 -4.05928 0.61402 -0.153
B -1.64711 3.25556 -1.35535 -1.222
H 2.58587 2.70711 -2.88836 0.145
H -4.76993 -2.74648 -1.73264 0.114
H 1.95225 -5.57419 0.04202 0.120
H 0.58644 3.47799 0.65498 0.123
H 2.97507 -1.94366 -4.55083 0.111
H -2.62431 -5.01138 1.38881 0.107
H 5.25338 4.18018 2.06929 0.109
H -1.29458 -2.35306 -4.60891 0.118
H -0.51300 5.13936 2.13657 0.119
H -2.23280 4.34562 3.75600 0.122
H -2.86744 -2.60928 1.81692 0.100
H -2.91188 0.73898 -0.05274 0.114
H -0.47447 -5.97343 0.66916 0.108
H 0.88913 -2.56088 -5.78686 0.114
H -2.63076 -3.21427 -2.90671 0.117
H 4.14888 4.15227 -2.06268 0.117
H 3.36692 -1.51575 0.14962 0.120
H -3.46133 2.42594 4.79532 0.109
H -2.58506 -1.54155 3.46207 0.091
H -4.93914 -0.68522 -0.32658 0.117
H 3.83572 -3.96366 -0.17426 0.108
H -3.78501 -0.01521 4.94248 0.104
H 2.77398 -1.16186 -2.20740 0.112
```

Results
Orbital gap ... 6.51 eV
Energy ... -3289.27875 a.u.
Energy above the lowest of the compared OMol25 structures with the same formula, charge and spin ... 0.0 kcal/mol
Max |F| ... 0.0117 Eh/bohr
HOMO ... -7.098 eV

=====

Record 3
The following is a quantum chemistry calculation of the molecule C2HN3O3 at a distorted geometry, from the Open Molecules 2025 dataset.

```
9
Properties=species:S:1:pos:R:3:lowdin_charge:R:1
O 2.29958 -0.27503 -0.71997 0.029
O 0.07990 0.77075 -1.02168 0.069
O -2.12749 -0.54435 -1.04867 0.006
N -0.21028 0.08638 1.72968 -0.028
N -1.28600 0.19074 1.10206 0.099
N 0.97196 -0.42977 1.12228 0.116
C -1.10432 0.16734 -0.44037 -0.239
C 1.04270 0.02479 -0.16140 -0.328
H 2.02412 0.30488 -1.74501 0.278
```

Results
Orbital gap ... 9.05 eV
Energy ... -466.58371 a.u.
Energy above the lowest of the compared OMol25 structures with the same formula, charge and spin ... 178.3 kcal/mol
Max |F| ... 0.1986 Eh/bohr
HOMO ... -10.674 eV
SMILES string ... O=c1nnnc(O)o1

=====

Record 4
The following is a quantum chemistry calculation of a structure of composition C33H41AsBMnN5OPS at a distorted geometry, from the Open Molecules 2025 dataset.

```
85
Properties=species:S:1:pos:R:3:lowdin_spin:R:1
As -2.83236 3.24680 -0.06064 -0.002
Mn 0.22462 -0.14739 0.07028 0.987
S -2.23600 1.29696 -0.55285 -0.009
P -1.14856 -2.06418 -0.04075 0.001
O -0.19294 -0.34774 -4.30228 0.004
N 3.07872 0.14547 1.20273 -0.001
N 2.32361 -0.43157 0.25437 -0.006
N 0.18575 0.53020 2.07309 0.010
N 0.19109 -0.00448 -2.14620 -0.006
N 1.17158 0.26497 2.95064 0.004
C -2.79366 -3.42377 -1.77494 -0.001
C 1.14423 -5.87646 1.19078 0.000
C -3.92116 3.36731 1.53607 0.000
C 0.65033 0.08108 4.16449 0.001
C 4.39486 -0.18059 -0.55154 0.001
C -0.97339 0.48284 2.75340 0.002
C -2.01241 -2.20868 -4.10160 0.001
C -3.35600 -3.82744 -2.97106 0.001
C 1.07961 0.95565 -2.83300 -0.002
C -4.81336 -1.80664 2.72596 0.002
C 1.09094 -3.57272 0.52632 0.000
C -3.93976 3.92647 -1.49564 -0.001
C -0.96180 -4.80644 0.72589 -0.001
C -0.24032 -5.92722 1.09968 0.000
C 0.66909 0.79587 -4.30222 0.000
C 1.87085 3.28818 -3.20251 0.000
C -2.95613 -3.21493 -4.14670 0.000
C 4.31899 0.31775 0.74226 0.002
C -4.90993 -1.37785 1.40938 0.000
C -0.44694 -0.68534 -3.02803 0.005
C -1.43754 4.56720 0.19574 0.000
C -2.53226 -2.46485 2.34494 0.002
C 1.81064 -4.69626 0.90450 0.000
C 3.11267 -0.63483 -0.81417 0.003
C -0.29959 -3.61621 0.42673 -0.004
C 1.41128 2.52984 -0.87468 0.003
C -1.83107 -2.41825 -1.70684 -0.005
C -3.82303 -1.49134 0.55827 0.002
C 0.97704 2.40072 -2.33532 0.000
C -2.63043 -2.04959 1.01765 0.007
C -1.43365 -1.78349 -2.89575 0.000
C -0.72933 0.21759 4.09118 0.001
C -3.62432 -2.35009 3.19051 0.000
B 2.70816 0.34492 2.70774 0.001
H -3.37890 -3.51442 -5.09586 0.000
H -4.72175 3.19824 -1.69894 0.000
H -3.54518 -2.68694 4.21597 0.000
H -3.89698 -1.14799 -0.46524 0.000
H 1.60830 -2.64833 0.31957 0.000
H 3.21085 -0.55211 3.33153 0.000
H -5.83576 -0.95410 1.04155 0.000
H -1.89873 5.52466 0.43534 0.000
H -1.60321 -2.87760 2.71813 0.000
H 1.85095 4.31513 -2.83681 0.000
H -2.04127 -4.86378 0.69358 0.000
H -4.39897 4.34610 1.56266 0.000
H -3.32626 4.04399 -2.38670 0.000
H -0.85369 4.66202 -0.71754 0.000
H -4.67769 2.58622 1.51567 0.000
H 0.09475 1.65159 -4.66224 0.000
H 1.28298 -0.12803 5.01095 0.000
H 2.11075 0.62988 -2.66806 0.000
H 1.41680 3.57507 -0.56525 0.000
H -0.78978 4.25758 1.01371 0.000
H 1.50090 0.60565 -4.97546 0.000
H 0.72283 2.01135 -0.20146 0.001
H 2.90572 2.93991 -3.15960 0.000
H -0.06756 2.71621 -2.43476 0.000
H 1.69954 -6.75379 1.49522 0.000
H -3.29449 3.24059 2.41700 0.000
H -1.91064 0.64967 2.24574 0.000
H 3.10897 1.43055 3.03403 0.000
H -5.66296 -1.71550 3.38993 0.000
H 2.42096 2.13557 -0.73746 0.000
H -4.38403 4.88287 -1.22321 0.000
H -4.10361 -4.60938 -2.98183 0.000
H -1.70843 -1.73653 -5.02137 0.000
H 2.88847 -4.63932 0.98311 0.000
H -3.12464 -3.89222 -0.85974 0.000
H -1.44207 0.12567 4.89190 0.000
H 5.25322 -0.19818 -1.20016 0.000
H 1.55622 3.30331 -4.24680 0.000
H 2.72134 -1.12864 -1.68966 0.000
H 5.08411 0.75448 1.36210 0.000
H -0.76495 -6.84561 1.32922 0.000
```

Results
Orbital gap (spin up / spin down) ... 8.33 / 8.23 eV
Charge ... +1
Expectation value of S² ... 1.23
Spin multiplicity ... 2
Energy ... -5782.14136 a.u.
Energy above the lowest of the compared OMol25 structures with the same formula, charge and spin ... 21.9 kcal/mol
Max |F| ... 0.0262 Eh/bohr
HOMO (spin up / spin down) ... -10.842 / -10.838 eV

=====

Record 5
The following is a quantum chemistry calculation of a cluster of 2 separate species, C4H8N in total at a distorted geometry, from the Open Molecules 2025 dataset.

```
13
Properties=species:S:1:pos:R:3:lowdin_charge:R:1
N -1.64927 -0.37589 0.94724 0.182
C 2.84993 -0.45856 0.23719 -0.002
C -0.95015 0.03355 -0.03512 -0.083
C -1.43205 0.57692 -1.28274 -0.053
C 1.67210 -0.06811 0.61155 0.135
H -2.67465 -0.37111 0.94144 0.158
H -1.22375 -0.74195 1.79234 0.138
H 3.69648 -0.29171 0.90049 0.098
H -2.51565 0.48146 -1.40803 0.101
H -0.91739 0.10283 -2.11842 0.103
H 1.21376 0.43580 1.42720 0.033
H 3.08760 -0.95677 -0.69087 0.080
H -1.15697 1.63354 -1.32227 0.110
```

Results
Orbital gap (spin up / spin down) ... 7.61 / 9.49 eV
Charge ... +1
Energy ... -211.52859 a.u.
Energy above the lowest of the compared OMol25 structures with the same formula, charge and spin ... 89.4 kcal/mol
Max |F| ... 0.0423 Eh/bohr
HOMO (spin up / spin down) ... -13.620 / -14.561 eV

=====

Record 6
The following is a quantum chemistry calculation of a cluster of 2 separate species, CNO2S2 in total at a distorted geometry, from the Open Molecules 2025 dataset.

```
6
Properties=species:S:1:pos:R:3:lowdin_charge:R:1
S 1.19194 1.78544 -1.15658 0.126
S 0.91777 0.16693 -0.13191 0.278
O 0.55017 -2.24527 -1.21899 -0.428
O 1.65734 0.08271 1.16444 -0.557
N -1.95142 0.55790 0.37065 0.071
C -0.83913 0.40351 0.21372 -0.490
```

Results
Orbital gap (spin up / spin down) ... 6.46 / 6.47 eV
Charge ... -1
Energy ... -1039.55368 a.u.
Energy above the lowest of the compared OMol25 structures with the same formula, charge and spin ... 154.7 kcal/mol
Max |F| ... 0.0513 Eh/bohr
HOMO (spin up / spin down) ... -5.060 / -5.060 eV

=====

Record 7
The following is a quantum chemistry calculation of the molecule C2H5NO3 at a distorted geometry, from the Open Molecules 2025 dataset.

```
11
Properties=species:S:1:pos:R:3:lowdin_charge:R:1
O 0.79838 -1.77989 -1.06724 0.015
O -1.22175 -1.15829 -0.36192 0.016
O 1.79002 0.41573 0.19149 0.098
N -0.07165 -0.73613 -0.85904 -0.235
C -0.45340 1.29996 0.52818 -0.016
C 0.60781 0.40063 -0.04566 -0.375
H -1.00012 -1.74974 0.33115 0.097
H -0.56865 1.30565 1.60893 0.083
H -1.41774 1.11115 -0.15193 0.133
H -0.09330 2.36139 0.49457 0.095
H 1.63039 -1.47046 -0.66854 0.089
```

Results
Orbital gap ... 9.79 eV
Energy ... -359.55027 a.u.
Energy above the lowest of the compared OMol25 structures with the same formula, charge and spin ... 99.8 kcal/mol
Max |F| ... 0.1029 Eh/bohr
HOMO ... -9.105 eV
SMILES string ... CC(=O)N(O)O

=====

Record 8
The following is a quantum chemistry calculation of a cluster of 6 separate species, C34H41N5O2 in total at a distorted geometry, from the Open Molecules 2025 dataset.

```
82
Properties=species:S:1:pos:R:3:lowdin_charge:R:1
O -2.66951 0.18499 -1.34454 0.113
O -0.53970 0.69696 -1.80749 0.029
N 0.66593 3.22298 1.99728 0.065
N 5.96623 2.38239 -5.36025 0.054
N 1.81355 -0.55696 3.47017 0.059
N -6.15484 -0.46839 3.29754 0.057
N -4.62583 -4.41801 0.52727 0.057
C 3.82080 2.48688 -7.13361 -0.083
C -4.93835 -5.30614 -0.41439 -0.164
C -5.44068 -3.37313 0.67487 -0.142
C -6.57885 -3.17445 -0.09210 -0.063
C -0.77915 2.48936 3.76027 -0.075
C 4.78860 -0.75628 -1.60029 -0.096
C -1.57292 -0.17608 -1.67832 -0.473
C 1.95573 0.63797 -1.47690 -0.286
C -1.05275 -1.57161 -1.95772 -0.060
C -5.07326 -0.80595 3.99729 -0.160
C -4.73081 -0.08842 1.40631 -0.081
C 5.79528 1.45202 -6.29686 -0.165
C 1.66816 1.97672 -0.76340 -0.042
C -6.88829 -4.10711 -1.06779 -0.081
C 1.92259 0.34853 4.44081 -0.162
C -3.78707 -0.79962 3.47585 -0.078
C 1.43014 -1.24181 6.14292 -0.082
C -0.31222 3.49691 4.58836 -0.084
C 0.69089 -0.03019 -2.04485 -0.268
C 4.74618 1.45812 -7.20407 -0.077
C 0.64254 4.37471 4.09785 -0.076
C 5.07006 3.36553 -5.30758 -0.161
C 3.89520 -0.41509 -2.80639 -0.244
C 3.98339 3.46266 -6.16388 -0.075
C 0.35607 -1.36497 -1.37155 -0.102
C -3.61495 -0.42892 2.15173 -0.083
C -6.05058 -5.19816 -1.23520 -0.080
C 3.00866 0.81376 -2.59895 -0.187
C 1.31256 -2.19641 5.14539 -0.076
C 1.74185 0.05967 5.78505 -0.071
C 1.51453 -1.80344 3.83072 -0.159
C -0.25712 2.39609 2.47976 -0.153
C 1.09489 4.19620 2.79843 -0.150
C -5.97076 -0.11634 2.02638 -0.173
H 3.24903 -1.26135 -3.06431 0.100
H -1.52537 1.78429 4.10111 0.098
H -4.26021 -6.14723 -0.51269 0.099
H -5.16322 -2.67382 1.44893 0.078
H 3.28366 4.28159 -6.06946 0.101
H 2.37809 -0.06894 -0.76185 0.116
H 1.06996 -3.22411 5.37834 0.100
H -1.59577 -2.37123 -1.46209 0.122
H 1.43370 -2.52168 3.02181 0.101
H 2.14441 1.95506 0.21637 0.065
H -6.25315 -5.95100 -1.98470 0.098
H 1.08525 -2.16200 -1.47317 0.125
H 1.84213 0.83784 6.52938 0.102
H 3.61266 1.70868 -2.43872 0.108
H -7.20468 -2.30847 0.07446 0.097
H 2.98645 2.52689 -7.82203 0.104
H 1.28072 -1.50810 7.18146 0.104
H 1.03198 5.17823 4.70808 0.099
H 0.75755 -0.18431 -3.12688 0.148
H 4.45259 -0.27779 -0.68096 0.065
H 5.23317 4.10778 -4.53384 0.103
H -0.68729 3.59806 5.59892 0.105
H 6.53894 0.66270 -6.31795 0.102
H 0.61439 2.17001 -0.60066 0.060
H 5.82410 -0.47155 -1.78952 0.069
H -1.02326 -1.71030 -3.04117 0.129
H -6.86795 0.15115 1.47783 0.103
H 2.16102 1.35661 4.11727 0.098
H -2.94472 -1.08093 4.09373 0.098
H 4.65917 0.67548 -7.94521 0.100
H 0.15545 -1.06387 -0.33868 0.132
H 2.46100 0.98277 -3.53281 0.109
H 4.53513 -0.25305 -3.67719 0.092
H -0.59007 1.61612 1.80163 0.101
H -4.63690 0.19899 0.36752 0.096
H 1.84378 4.85878 2.37740 0.104
H -2.63009 -0.41205 1.70217 0.099
H -5.25008 -1.09334 5.02806 0.101
H 2.12084 2.81132 -1.30002 0.075
H 4.79911 -1.83535 -1.43133 0.067
H -7.76778 -3.98679 -1.68740 0.104
```

Results
Orbital gap ... 10.11 eV
Energy ... -1744.40481 a.u.
Max |F| ... 0.0240 Eh/bohr
HOMO ... -9.447 eV
SMILES string ... CCC[C@@H](C)[C@H]1CCC(=O)O1.c1ccncc1.c1ccncc1.c1ccncc1.c1ccncc1.c1ccncc1